1.
{"formula": "C7H11N3O", "method": "wB97M-V/def2-TZVPD", "homo_ev": -8.86, "gap_ev": 9.506, "smiles": "COCc1cnc(C)nc1N", "e_lumo_ev": 0.7, "molar_mass_g_mol": 153.2, "elements": ["C", "O", "C", "C", "C", "N", "C", "C", "N", "C", "N", "H", "H", "H", "H", "H", "H", "H", "H", "H", "H", "H"], "positions_angstrom": [[-2.5555, -0.6518, 1.1272], [-2.7081, 0.2914, 0.0650], [-1.8377, -0.2546, -1.0089], [-0.3532, -0.1701, -0.8461], [0.5234, -1.2813, -0.7153], [1.7087, -1.2790, -0.0679], [2.2197, -0.0144, 0.0237], [3.5814, 0.1090, 0.3154], [1.4674, 1.1799, 0.0430], [0.1887, 0.9831, -0.4172], [-0.6341, 2.0868, -0.2788], [-1.6646, -0.7065, 1.6080], [-3.4210, -0.4448, 1.9262], [-2.6683, -1.6713, 0.6749], [-2.1204, -1.3118, -1.0550], [-2.0564, 0.2935, -2.0058], [0.2351, -2.3979, -0.8987], [4.1339, -0.8303, 0.7233], [3.7861, 0.8835, 1.1731], [4.0832, 0.4872, -0.6617], [-1.6209, 1.8753, -0.1788], [-0.2873, 2.8241, 0.4545]]}

2.
{"formula": "H22O11", "method": "wB97M-V/def2-TZVPD", "homo_ev": -10.00, "gap_ev": 9.607, "smiles": "O.O.O.O.O.O.O.O.O.O.O", "e_lumo_ev": -0.4, "molar_mass_g_mol": 198.2, "elements": ["O", "H", "H", "O", "H", "H", "O", "H", "H", "O", "H", "H", "O", "H", "H", "O", "H", "H", "O", "H", "H", "O", "H", "H", "O", "H", "H", "O", "H", "H", "O", "H", "H"], "positions_angstrom": [[2.8992, -0.7963, -1.3301], [3.1552, -0.4746, -0.4633], [2.2762, -0.1236, -1.5828], [3.3436, 0.6969, 1.1075], [2.4050, 0.7667, 0.9817], [3.5023, -0.0538, 1.6641], [-0.9022, 2.9538, -2.9053], [-0.5044, 3.6721, -2.3910], [-0.3475, 2.2512, -2.5968], [-1.4599, 1.2746, -0.7244], [-1.4320, 0.7823, -1.5649], [-1.6237, 2.2041, -0.8924], [1.6525, -3.0939, 0.2653], [1.3976, -2.1879, 0.0950], [1.0503, -3.6502, -0.2156], [-3.6980, -0.0070, 0.0101], [-2.7627, 0.0349, -0.3001], [-4.0991, -0.5382, -0.6882], [-1.0718, 0.3597, 2.7014], [-1.8936, 0.8354, 2.5276], [-0.8518, 0.4028, 3.5993], [1.1526, 1.3420, -2.3822], [1.6736, 1.9126, -1.7082], [1.4559, 1.6432, -3.2495], [-0.4123, -2.1655, 3.3859], [-0.9498, -1.4494, 3.0788], [-0.7538, -2.8794, 2.8384], [-1.1008, -1.8688, -0.2775], [-0.9056, -1.0145, 0.1035], [-1.9983, -1.8461, -0.6978], [0.6422, 0.2184, 0.4848], [0.0720, 0.0945, 1.2576], [0.0893, 0.7040, -0.1308]]}

3.
{"formula": "C4H13NO3", "method": "wB97M-V/def2-TZVPD", "homo_ev": -9.41, "gap_ev": 9.775, "smiles": "C=NC(=C)C.O.O.O", "e_lumo_ev": 0.4, "molar_mass_g_mol": 123.2, "elements": ["C", "N", "C", "C", "C", "H", "H", "H", "H", "H", "H", "H", "O", "H", "H", "O", "H", "H", "O", "H", "H"], "positions_angstrom": [[-1.5707, -0.7856, -2.4649], [-0.3191, -0.8991, -2.3776], [0.2574, -0.9431, -1.0908], [0.9678, 0.1019, -0.6359], [-0.1237, -2.0894, -0.1893], [-2.0406, -0.8504, -3.4501], [-2.2320, -0.6344, -1.6009], [1.1045, 0.9132, -1.3486], [1.5850, 0.0407, 0.2395], [-1.1662, -2.4085, -0.2586], [0.2008, -1.9154, 0.8316], [0.4170, -2.9605, -0.5925], [-0.0724, 0.5329, 3.2117], [-0.2837, 1.4611, 3.0876], [-0.3643, 0.1624, 2.3695], [-1.8115, 2.8775, -0.5267], [-1.3572, 2.0352, -0.5409], [-1.3165, 3.4259, -1.1532], [2.5539, 0.1553, 2.4910], [1.8886, 0.7998, 2.2204], [3.0180, -0.1471, 1.6986]]}

4.
{"formula": "CH2N2S2", "method": "wB97M-V/def2-TZVPD", "homo_ev": -8.06, "gap_ev": 7.253, "e_lumo_ev": -0.8, "molar_mass_g_mol": 106.2, "elements": ["C", "N", "N", "S", "S", "H", "H"], "positions_angstrom": [[-1.1295, 0.7500, 1.6160], [-0.5504, 1.3883, 0.8795], [1.3756, -0.4205, -0.9509], [0.0952, -1.0127, -1.7499], [1.8737, -0.9314, 0.3590], [0.0794, 0.0752, -2.4143], [-1.7441, 0.1511, 2.2605]]}

5.
{"formula": "C3H7N4OS", "method": "wB97M-V/def2-TZVPD", "homo_ev": -14.17, "gap_ev": 8.701, "total_charge": 1, "e_lumo_ev": -5.5, "molar_mass_g_mol": 147.2, "elements": ["C", "C", "C", "N", "N", "N", "N", "O", "S", "H", "H", "H", "H", "H", "H", "H"], "positions_angstrom": [[0.4494, -0.0475, 0.0560], [-2.4297, 0.2900, 0.2884], [1.8452, -0.0601, -0.5189], [-4.5299, -0.7100, 0.0391], [0.0534, 1.2440, 0.3061], [-0.2421, -1.0446, 0.4263], [-3.7027, 0.3890, -0.1141], [-5.6338, -0.6189, -0.3812], [-1.5589, 1.6625, 0.1414], [-1.9696, -0.6147, 0.5913], [2.1831, -1.0658, -0.2005], [2.4096, 0.8499, -0.0986], [1.7704, 0.0906, -1.6111], [0.7103, 2.0579, 0.0562], [0.1183, -1.8934, 0.2339], [-4.1398, 1.2112, -0.5280]]}

6.
{"formula": "C15H54N14O12", "method": "wB97M-V/def2-TZVPD", "homo_ev": -7.84, "gap_ev": 7.687, "e_lumo_ev": -0.2, "molar_mass_g_mol": 622.7, "elements": ["C", "C", "O", "H", "H", "H", "H", "H", "H", "C", "C", "O", "H", "H", "H", "H", "H", "H", "C", "C", "O", "H", "H", "H", "H", "H", "H", "C", "O", "N", "N", "H", "H", "H", "H", "C", "O", "N", "N", "H", "H", "H", "H", "C", "O", "N", "N", "H", "H", "H", "H", "C", "O", "N", "N", "H", "H", "H", "H", "C", "O", "N", "N", "H", "H", "H", "H", "C", "O", "N", "N", "H", "H", "H", "H", "C", "O", "N", "N", "H", "H", "H", "H", "C", "O", "H", "H", "H", "H", "C", "O", "H", "H", "H", "H"], "positions_angstrom": [[2.4301, 2.4045, 3.9989], [2.7854, 1.1937, 3.1372], [2.0726, 1.3925, 1.9895], [1.3774, 2.5353, 4.1695], [2.7770, 3.3943, 3.5650], [2.8360, 2.3747, 5.0432], [2.6176, 0.2281, 3.5710], [3.7884, 1.1943, 2.9065], [2.7470, 1.5432, 1.3013], [-0.0603, 3.9340, 2.4987], [-0.1484, 3.7677, 1.0185], [-1.3137, 2.9943, 0.7533], [0.7317, 4.5607, 2.8627], [-0.1100, 2.9345, 2.9870], [-0.8537, 4.5786, 2.9576], [0.8125, 3.4345, 0.6048], [-0.3471, 4.7474, 0.5207], [-1.9530, 3.5170, 0.2021], [2.8996, -2.0058, 1.0637], [2.1734, -3.0736, 1.7458], [1.4172, -2.6543, 2.8703], [2.1715, -1.2074, 0.7896], [3.3510, -2.4093, 0.1352], [3.6820, -1.5590, 1.7143], [2.9786, -3.8175, 2.0712], [1.5618, -3.5510, 1.0384], [1.4833, -3.3346, 3.5459], [-0.9788, -0.1698, 3.3573], [-1.3805, 0.9572, 3.9607], [0.1445, -0.3401, 2.7395], [-1.6981, -1.1670, 3.1005], [0.7324, 0.4718, 2.6517], [0.5415, -1.2471, 2.4341], [-2.6245, -1.1174, 3.6156], [-1.2394, -2.1129, 3.1897], [0.3046, 0.4015, -0.5879], [1.1825, 1.4030, -0.9282], [-0.6600, 0.4581, 0.3529], [0.1889, -0.7731, -1.1706], [-1.0104, 1.5112, 0.4117], [-0.3729, 0.0966, 1.3572], [0.7566, -0.8179, -2.0105], [0.1474, -1.6315, -0.5711], [-4.4838, 1.6501, -0.8792], [-3.4302, 2.4496, -0.7909], [-4.9581, 1.0743, -1.9437], [-4.8300, 0.8785, 0.0714], [-4.3432, 1.5105, -2.6748], [-5.9317, 1.2831, -2.2001], [-4.3031, 1.0473, 0.9811], [-5.7649, 0.7744, 0.0893], [4.4281, 0.6101, -0.2466], [3.7779, -0.0695, -1.2871], [5.3750, 0.1563, 0.5235], [4.1802, 1.8356, -0.0596], [5.5664, -0.8686, 0.4831], [5.8084, 0.6078, 1.3586], [3.7335, 2.5014, -0.7350], [4.6902, 2.4216, 0.6070], [-2.4282, -2.2548, 0.3150], [-1.1765, -2.7805, 0.3907], [-3.4921, -2.6926, -0.2348], [-2.7118, -1.0239, 0.5312], [-3.9946, -3.0629, 0.6203], [-3.1618, -3.5533, -0.7708], [-2.3194, -0.8022, 1.5420], [-1.9001, -0.3084, 0.2869], [-2.2154, -1.2893, -3.1049], [-1.4797, -2.4577, -2.9787], [-3.4840, -1.4187, -3.1442], [-2.2044, -0.3276, -2.2424], [-3.8477, -2.2271, -3.5906], [-3.9641, -0.7440, -3.7764], [-1.2724, -0.4339, -1.7749], [-2.1721, 0.5184, -2.7197], [1.3145, -0.9840, -4.1399], [0.7558, -1.7207, -5.1438], [1.1641, 0.2692, -4.0871], [1.9919, -1.4965, -3.1310], [0.4996, 0.7408, -4.7045], [1.7912, 0.9080, -3.5690], [2.2328, -2.4854, -3.3932], [2.5150, -1.0426, -2.4078], [-0.3509, 3.3597, -2.7289], [0.7003, 3.8981, -1.9537], [-1.1242, 4.0354, -3.1180], [-0.8625, 2.6061, -2.1293], [0.0525, 2.7286, -3.5293], [1.0673, 3.2319, -1.3606], [-0.7067, -5.2633, -1.2146], [-1.9002, -4.6867, -1.6250], [-0.1988, -5.7577, -2.0420], [-0.9164, -6.0205, -0.5399], [-0.0395, -4.5607, -0.7639], [-1.6176, -3.8034, -2.0290]]}